(1)
{
  "formula": "C15H48ClN6O19",
  "method": "ωB97M-V/def2-TZVPD",
  "lumo_energy_ev": 2.2,
  "charge": -1,
  "energy_ha": -2818.331847,
  "e_homo_ev": -6.819,
  "homo_lumo_gap_ev": 8.98,
  "elements": ["Cl", "O", "O", "O", "O", "O", "O", "O", "O", "O", "O", "O", "O", "O", "O", "O", "O", "O", "O", "O", "N", "N", "N", "N", "N", "N", "C", "C", "C", "C", "C", "C", "C", "C", "C", "C", "C", "C", "C", "C", "C", "H", "H", "H", "H", "H", "H", "H", "H", "H", "H", "H", "H", "H", "H", "H", "H", "H", "H", "H", "H", "H", "H", "H", "H", "H", "H", "H", "H", "H", "H", "H", "H", "H", "H", "H", "H", "H", "H", "H", "H", "H", "H", "H", "H", "H", "H", "H", "H"],
  "coordinates": [[0.16, -0.15, -1.08], [-4.49, -4.35, -4.39], [-0.18, 4.35, 2.73], [-2.39, 4.91, -2.17], [1.92, 2.41, -3.87], [-0.46, 0.60, 0.00], [1.14, 0.66, -1.76], [-0.44, -0.92, 2.48], [-1.61, -4.93, 1.02], [-5.08, -0.83, 1.69], [-0.37, -2.32, 5.09], [0.79, -1.36, -0.59], [-2.55, -3.01, -1.58], [-0.88, -0.69, -1.91], [0.10, 4.83, -6.29], [4.86, 2.78, 1.27], [4.72, -1.43, 2.75], [1.58, 2.16, 4.19], [0.58, -3.72, 2.53], [4.33, 1.22, -1.13], [-3.76, -2.49, 1.12], [-1.01, 3.48, -1.19], [-4.10, -1.05, -0.30], [3.19, -0.44, 1.48], [2.76, -1.12, 3.44], [-2.56, 2.66, -2.20], [4.82, 2.53, -1.20], [0.86, 3.23, -4.42], [3.57, -1.07, 2.56], [-1.57, -0.99, 3.31], [-1.17, -1.10, 4.86], [0.81, -4.69, 1.54], [5.69, 2.89, 0.03], [0.75, 2.10, 3.09], [1.20, 4.10, -5.72], [-0.33, -4.62, 0.47], [-4.18, -4.01, -3.04], [-4.36, -1.40, 0.94], [-2.04, 3.79, -1.82], [0.72, 3.36, 2.17], [-2.74, -3.72, -2.79], [4.29, 2.04, 1.02], [-4.50, -0.18, -0.62], [1.20, 2.75, 4.85], [-0.02, -5.32, -0.30], [1.65, 3.39, -6.42], [-0.05, -2.70, 4.26], [-0.68, -0.48, 1.66], [0.13, 3.07, 1.30], [0.83, -5.62, 2.10], [-3.49, 2.81, -2.56], [-2.04, -4.53, -2.99], [-0.38, 4.25, -1.01], [6.52, 2.18, 0.01], [3.88, -0.18, 0.78], [1.59, 1.85, -3.16], [-1.68, -2.63, -1.51], [-2.25, -0.16, 3.10], [0.14, 4.43, 3.63], [5.45, 2.62, -2.09], [-0.46, -3.60, 0.10], [-0.23, 1.89, 3.52], [0.03, 2.53, -4.55], [-0.52, 4.15, -6.56], [-3.36, -2.96, 0.32], [0.36, 3.90, -3.72], [-4.87, -3.24, -2.70], [-2.48, -2.96, -3.52], [-0.69, 2.53, -1.05], [-3.34, -1.48, -0.80], [2.06, 4.72, -5.46], [0.38, -2.98, 1.95], [3.90, 0.99, -1.95], [3.83, 2.96, -1.34], [1.85, -0.70, 3.32], [-2.02, -1.04, 5.54], [2.22, -0.32, 1.25], [-2.09, -1.88, 2.97], [1.09, 1.24, 2.52], [-3.82, -3.06, 1.96], [-2.31, 1.79, -1.75], [6.08, 3.90, -0.08], [1.74, 3.67, 1.95], [-4.34, -3.51, -4.82], [3.07, -1.68, 4.22], [-0.49, -0.27, 5.06], [1.77, -4.54, 1.04], [-4.38, -4.96, -2.56], [-1.84, -4.37, 1.76]],
  "mulliken_charge": [1.661, -0.530, -0.536, -0.767, -0.516, -0.721, -0.759, 0.791, -0.601, -0.727, -0.606, -0.809, -0.292, -0.822, -0.508, -0.480, -0.821, -0.547, -0.459, -0.457, -0.080, -0.145, -0.224, 0.077, -0.035, -0.287, -0.466, -0.138, 0.580, -0.448, -0.281, -0.552, -0.318, -0.058, -0.623, 0.103, -0.562, 0.466, 0.635, 0.398, -0.304, 0.203, 0.167, 0.349, 0.393, 0.298, 0.421, -0.377, -0.298, 0.319, 0.206, 0.249, 0.153, 0.264, 0.153, 0.521, 0.019, 0.495, 0.308, 0.310, -0.088, 0.440, 0.265, 0.313, 0.113, 0.275, 0.297, 0.269, -0.088, 0.298, 0.343, 0.025, 0.237, 0.347, -0.104, 0.402, -0.122, 0.021, -0.388, 0.294, 0.162, 0.344, 0.292, 0.326, 0.219, 0.182, 0.309, 0.288, 0.340]
}

---

(2)
{
  "formula": "C13H19N3O2S",
  "method": "ωB97M-V/def2-TZVPD",
  "lumo_energy_ev": 0.2,
  "energy_ha": -1219.648223,
  "e_homo_ev": -7.872,
  "smiles": "COCCCNC(=S)N/N=C/c1ccc(OC)cc1",
  "homo_lumo_gap_ev": 8.10,
  "e_above_lowest_kj_mol": 279.9,
  "elements": ["S", "O", "O", "N", "N", "N", "C", "C", "C", "C", "C", "C", "C", "C", "C", "C", "C", "C", "C", "H", "H", "H", "H", "H", "H", "H", "H", "H", "H", "H", "H", "H", "H", "H", "H", "H", "H", "H"],
  "coordinates": [[4.48, 2.36, -0.07], [-5.30, -0.60, 0.30], [3.42, -2.42, -1.21], [3.30, 0.45, 1.26], [1.94, 1.89, -0.05], [0.77, 1.28, 0.16], [-2.99, -0.58, 0.65], [-2.71, 1.79, -0.74], [3.94, -1.23, -1.76], [-4.12, 0.04, 0.10], [-1.75, -0.02, 0.51], [-1.58, 1.18, -0.19], [2.32, -0.52, 1.69], [3.15, 1.49, 0.42], [-6.48, -0.04, -0.23], [3.24, -2.39, 0.18], [-3.97, 1.23, -0.59], [2.01, -1.58, 0.63], [-0.29, 1.79, -0.36], [-4.82, 1.74, -1.03], [-2.61, 2.72, -1.28], [4.15, -2.00, 0.67], [-0.24, 2.72, -0.94], [1.40, 0.01, 1.95], [2.71, -1.00, 2.59], [-3.13, -1.51, 1.18], [4.89, -0.96, -1.29], [4.11, -1.43, -2.82], [4.27, 0.25, 1.46], [1.24, -2.24, 1.02], [1.98, 2.73, -0.63], [3.12, -3.44, 0.47], [-6.43, 0.03, -1.32], [3.24, -0.39, -1.66], [-0.88, -0.50, 0.92], [-7.28, -0.72, 0.06], [-6.68, 0.95, 0.20], [1.58, -1.08, -0.25]],
  "mulliken_charge": [-0.441, -0.444, -0.426, -0.036, -0.262, -0.045, -0.588, -1.055, -0.526, 0.921, -0.210, 0.681, -1.030, -0.027, -0.843, -0.578, -0.418, -0.161, -0.517, 0.395, 0.311, 0.294, 0.286, 0.407, 0.479, 0.426, 0.265, 0.274, 0.287, 0.456, 0.260, 0.320, 0.340, 0.180, 0.254, 0.240, 0.338, 0.192]
}

---

(3)
{
  "formula": "C33H23NO25S",
  "method": "ωB97M-V/def2-TZVPD",
  "lumo_energy_ev": -1.8,
  "energy_ha": -3605.223820,
  "e_homo_ev": -9.758,
  "homo_lumo_gap_ev": 7.96,
  "e_above_lowest_kj_mol": 41.7,
  "elements": ["S", "O", "O", "O", "O", "O", "O", "O", "O", "O", "O", "O", "O", "O", "O", "O", "O", "O", "O", "O", "O", "O", "O", "O", "O", "O", "N", "C", "C", "C", "C", "C", "C", "C", "C", "C", "C", "C", "C", "C", "C", "C", "C", "C", "C", "C", "C", "C", "C", "C", "C", "C", "C", "C", "C", "C", "C", "C", "C", "C", "H", "H", "H", "H", "H", "H", "H", "H", "H", "H", "H", "H", "H", "H", "H", "H", "H", "H", "H", "H", "H", "H", "H"],
  "coordinates": [[-1.69, -2.00, 2.47], [-8.30, -4.75, -4.88], [-2.60, -1.68, 1.45], [-0.29, -3.55, -4.91], [2.87, -1.61, 3.17], [-5.93, -5.59, -4.02], [-4.86, 3.18, 0.67], [-3.24, 1.98, 2.40], [-4.10, -1.70, -5.88], [-5.47, 6.53, 3.89], [-0.18, -1.82, 1.99], [1.63, -3.75, -3.09], [-1.69, -0.79, 3.53], [-3.80, 5.37, 5.59], [6.23, 3.13, 1.61], [5.37, 1.59, -0.37], [5.03, -0.92, 1.20], [2.38, 5.79, 1.50], [-2.41, -0.08, -2.59], [7.39, -0.26, 0.20], [1.48, 4.20, -0.42], [-0.43, -0.22, -0.82], [-1.88, -3.17, 3.22], [9.67, -3.18, 3.07], [7.30, -3.90, 4.02], [-6.48, -0.82, -6.67], [1.48, -0.10, 2.01], [0.05, -0.37, 1.97], [-7.36, -4.01, -5.11], [-4.97, 5.50, 3.50], [-3.72, 3.03, 2.78], [3.39, 2.83, -0.49], [8.65, -1.68, 1.59], [-4.65, 3.76, 1.85], [-0.38, -1.01, -1.74], [3.15, 4.78, 1.10], [-4.91, -3.69, -4.91], [7.42, -1.09, 1.08], [-6.42, -1.99, -6.04], [-5.23, 4.91, 2.20], [-3.44, 3.63, 4.07], [-1.46, -0.98, -2.78], [5.14, 3.42, 1.16], [-0.75, 0.24, 3.11], [-0.37, -2.78, -3.98], [6.06, -2.44, 2.66], [-7.50, -2.74, -5.80], [6.11, -1.52, 1.69], [-5.04, -2.43, -5.62], [4.59, 2.58, 0.04], [0.69, -2.83, -2.92], [-4.02, 4.78, 4.42], [7.28, -3.05, 3.15], [2.16, -0.98, 2.51], [4.35, 4.54, 1.64], [-1.45, -1.81, -3.83], [0.68, -1.99, -1.87], [-6.00, -4.44, -4.66], [8.59, -2.60, 2.56], [2.58, 3.93, 0.01], [1.57, 5.74, 0.96], [-4.33, 2.36, 0.68], [1.41, -4.21, -3.92], [-8.49, -2.43, -6.11], [-0.30, -0.08, 0.97], [2.98, 2.23, -1.29], [4.76, 5.14, 2.43], [-2.22, -1.79, -4.59], [5.12, -2.76, 3.10], [-0.22, 0.46, 4.02], [-2.18, 0.39, -1.76], [6.18, 1.63, 0.17], [-1.39, 1.05, 2.78], [9.58, -1.35, 1.16], [-5.56, -0.49, -6.71], [-4.33, 6.18, 5.59], [-3.92, -3.98, -4.59], [9.35, -3.80, 3.75], [-5.91, 5.44, 1.54], [1.45, -2.02, -1.11], [5.35, -0.30, 0.51], [-2.76, 3.10, 4.73], [-6.85, -5.93, -3.98]],
  "mulliken_charge": [1.059, -0.612, -0.520, -0.637, -0.418, -0.562, -0.584, -0.532, -0.685, -0.611, -0.338, -0.576, -0.304, -0.569, -0.624, -0.632, -0.338, -0.572, -0.615, -0.669, -0.656, -0.655, -0.589, -0.565, -0.612, -0.567, -0.406, 0.217, 0.864, 0.964, 0.965, -0.776, -0.984, 0.277, 1.027, 0.369, -0.987, 0.972, 0.367, -0.892, -1.033, 0.181, 1.069, 0.019, 0.798, -0.835, -0.964, 0.241, 1.098, 0.228, 0.390, 0.367, 0.966, 0.561, -1.068, -0.909, -1.161, 0.449, 0.253, 1.037, 0.355, 0.323, 0.353, 0.420, 0.604, 0.458, 0.428, 0.735, 0.554, 0.325, 0.295, 0.328, -0.028, 0.434, 0.349, 0.357, 0.477, 0.365, 0.432, 0.636, 0.270, 0.495, 0.358]
}

---

(4)
{
  "formula": "C19H20N4O3S",
  "method": "ωB97M-V/def2-TZVPD",
  "lumo_energy_ev": 0.3,
  "energy_ha": -1578.358472,
  "e_homo_ev": -7.564,
  "homo_lumo_gap_ev": 7.88,
  "e_above_lowest_kj_mol": 1863.0,
  "elements": ["S", "O", "O", "O", "N", "N", "N", "N", "C", "C", "C", "C", "C", "C", "C", "C", "C", "C", "C", "C", "C", "C", "C", "C", "C", "C", "C", "H", "H", "H", "H", "H", "H", "H", "H", "H", "H", "H", "H", "H", "H", "H", "H", "H", "H", "H", "H"],
  "coordinates": [[-1.25, -2.28, 0.50], [-2.40, -2.93, 1.53], [0.52, -0.34, -1.10], [-0.18, -1.74, 1.43], [1.07, 0.89, 0.47], [3.30, 1.57, 1.30], [-1.95, -0.74, -0.22], [3.15, 0.08, -0.47], [4.38, 0.26, -0.24], [2.38, 0.92, 0.60], [5.61, -0.01, -1.05], [0.00, -4.36, -0.08], [-3.85, 3.06, -0.09], [4.50, 1.20, 0.95], [-5.38, 0.85, 0.31], [-1.91, 1.55, -0.61], [-3.97, 0.53, -0.13], [6.82, 0.04, -0.54], [-5.17, 2.87, 0.16], [-3.28, 1.72, -0.46], [-1.19, 0.32, 0.19], [7.01, 1.09, 0.56], [-3.40, -0.73, -0.49], [5.81, 1.71, 1.00], [-6.02, 1.99, 0.38], [0.34, 0.36, -0.29], [-0.59, -3.15, -0.74], [-3.90, -1.58, 0.24], [0.07, -2.43, -1.36], [-1.29, 2.53, -0.33], [-3.31, 3.92, -0.27], [5.46, -0.85, -2.00], [2.63, -0.32, -1.28], [-1.59, -3.43, -1.31], [7.89, 1.22, 0.89], [7.74, -0.08, -1.01], [-6.87, 1.87, 0.96], [-0.66, -5.01, 0.52], [-6.03, -0.18, 0.70], [5.87, 2.12, 2.11], [-1.34, 0.72, 1.28], [-3.53, -1.14, -1.43], [0.96, -4.11, 0.42], [0.19, -4.96, -1.03], [-1.73, 1.28, -1.95], [-5.77, 4.14, 0.52], [0.85, 1.56, 1.44]],
  "mulliken_charge": [0.895, -0.693, -0.722, -0.676, 0.021, -0.736, 0.167, 0.064, 0.459, -0.012, -0.438, -1.194, -1.223, 0.684, -0.320, -0.588, 0.491, -0.634, 0.000, 0.665, 0.337, -0.498, -0.673, -0.791, -0.559, 0.275, -0.141, 0.351, 0.337, 0.181, 0.538, 0.143, 0.199, 0.319, 0.654, 0.406, 0.370, 0.344, 0.087, 0.159, 0.133, 0.295, 0.337, 0.358, 0.170, 0.019, 0.442]
}